Here is a molecular structure, C7H12 at a distorted geometry from OMol25. Energies are from ωB97M-V/def2-TZVPD.

XYZ file:
```
19
Properties=species:S:1:pos:R:3:forces:R:3
C -0.0679 0.4031 1.9220 -0.076 0.071 0.008
C 0.5842 -0.6087 0.9933 0.076 0.029 0.319
C -0.2613 -1.4495 0.0899 0.260 0.268 -0.474
C -1.4545 -1.0143 -0.4774 0.424 0.591 -0.487
C -0.5809 1.1341 -1.3944 -0.318 -0.529 0.183
C 0.8043 0.7385 -1.2780 0.217 0.049 0.284
C 1.2914 -0.1892 -0.2482 -0.408 -0.907 -0.237
H -0.6512 -0.1197 2.6881 0.083 0.083 -0.103
H 0.7031 1.0013 2.4215 -0.138 -0.087 -0.073
H -0.7387 1.0906 1.4007 0.102 -0.120 0.076
H 1.2606 -1.2422 1.5727 -0.057 0.109 -0.018
H 0.1379 -2.4070 -0.2265 0.083 0.096 0.103
H -1.9399 -1.6515 -1.2163 0.171 0.181 0.083
H -2.1253 -0.3396 0.0328 0.106 0.029 0.109
H -0.8879 1.5610 -2.3530 0.006 -0.260 0.273
H -1.1005 1.5543 -0.5467 0.130 0.072 -0.020
H 1.4203 1.5155 -0.7194 -0.225 0.424 -0.464
H 1.2945 0.5673 -2.2460 -0.108 -0.002 0.328
H 2.3118 -0.5438 -0.4149 -0.327 -0.096 0.109
```
Positions in Å, forces in eV/Å.

The total energy comes out at -7448.8947 eV. For the highest occupied orbital energy (alpha / beta), the calculation gives -7.04 / -7.04 eV. The calculation puts the LUMO energy (alpha / beta) at 0.8 / 0.8 eV. The value obtained for the HOMO-LUMO gap (alpha / beta) is 0.2867 / 0.2867 Eh.

***

Here is 2 unconnected molecules or ions with the total composition C7H12 from OMol25. Energies are from ωB97M-V/def2-TZVPD.

XYZ file:
```
19
Properties=species:S:1:pos:R:3:forces:R:3
C 1.1010 1.3693 1.2931 -0.017 -0.055 -0.011
C 0.5671 1.5817 -0.1070 0.055 0.115 0.058
C 0.6051 0.5080 -1.1628 0.082 -0.054 -0.124
C 0.8306 -0.9081 -0.6556 -0.012 0.036 0.123
C -0.1742 -1.2472 0.4005 0.010 0.289 -0.193
C -1.2373 -0.2047 0.2443 0.114 0.001 0.071
C -0.7175 0.9581 -0.5879 -0.150 0.017 -0.015
H 2.1845 1.5298 1.3268 -0.150 -0.022 -0.013
H 0.6327 2.0659 1.9978 0.061 -0.104 -0.098
H 0.9162 0.3543 1.6729 0.017 0.127 -0.050
H 0.7432 2.5854 -0.4897 -0.040 -0.160 0.038
H 0.9055 0.7731 -2.1729 -0.053 -0.031 0.168
H 0.6063 -1.6574 -1.4372 -0.001 0.041 0.080
H 1.8537 -1.1411 -0.3355 -0.137 0.003 -0.036
H -1.6011 -3.7269 -0.9389 0.019 0.016 0.028
H -1.2365 -3.3675 -0.3947 -0.051 -0.081 -0.048
H -1.6865 0.0651 1.2081 0.046 -0.062 -0.119
H -2.0319 -0.7591 -0.2881 0.075 0.014 0.048
H -1.4136 1.5608 -1.1650 0.130 -0.089 0.091
```
Positions in Å, forces in eV/Å.

The total energy comes out at -7448.7297 eV. For the highest occupied orbital energy, the calculation gives -8.40 eV. The calculation puts the LUMO energy at 0.2 eV. The value obtained for the HOMO-LUMO gap is 0.3172 Eh.

***

Here is a gas-phase ion, C7H12 (charge +1) at a distorted geometry from OMol25. Energies are from ωB97M-V/def2-TZVPD.

XYZ file:
```
19
Properties=species:S:1:pos:R:3:forces:R:3
C -1.0799 0.2993 2.0403 0.300 0.175 0.533
C 0.1047 0.9118 1.3338 -1.268 1.012 0.214
C 0.8845 1.7994 1.9389 0.192 -0.526 -0.371
C 0.0697 0.8940 -0.2165 0.765 -0.568 0.982
C -0.3042 -0.4043 -0.7525 0.479 0.380 -0.153
C 0.4413 -0.9753 -1.7999 -0.545 0.753 0.261
C 0.0937 -2.1908 -2.4822 -0.194 -0.560 0.466
H -2.0182 0.7048 1.6467 0.049 -0.391 -0.401
H -1.1109 0.6589 3.0710 0.282 -0.239 0.014
H -1.0687 -0.7916 2.0675 -0.237 0.012 -0.163
H 0.8716 1.8399 3.0185 0.053 0.279 0.034
H 1.5485 2.4463 1.3782 0.195 -0.090 0.182
H -0.6886 1.6524 -0.4485 -0.187 0.014 -0.234
H 1.0548 1.2067 -0.5576 -0.187 0.176 -0.428
H -1.1409 -0.9327 -0.3128 -0.143 -0.092 -0.140
H 1.3021 -0.4001 -2.1157 0.203 -0.100 -0.109
H -0.9018 -2.5555 -2.2312 -0.054 0.115 -0.193
H 0.2786 -2.1272 -3.5496 0.130 -0.215 -0.108
H 0.7791 -2.9359 -2.0315 0.165 -0.135 -0.386
```
Positions in Å, forces in eV/Å.

The total energy comes out at -7443.4945 eV. For the highest occupied orbital energy (alpha / beta), the calculation gives -13.58 / -13.50 eV. The calculation puts the LUMO energy (alpha / beta) at -4.4 / -8.2 eV. The value obtained for the HOMO-LUMO gap (alpha / beta) is 0.3362 / 0.1935 Eh. Its charge is +1. The multiplicity is 2.

***

Here is a single C7H12BrClO molecule at a distorted geometry from OMol25. Energies are from ωB97M-V/def2-TZVPD.

XYZ file:
```
22
Properties=species:S:1:pos:R:3:forces:R:3
C 1.3352 1.5353 1.0696 0.586 -3.593 -2.089
C 0.6764 0.3785 1.1660 -1.333 2.315 0.870
C 0.3427 -0.6220 0.0985 0.085 0.746 -0.033
C 1.3834 -0.7687 -1.0174 -0.679 0.025 -1.986
C 0.3340 -1.8701 0.8943 -1.303 -1.563 2.630
C -1.0499 -0.3068 -0.6623 0.402 0.939 -0.360
Br -2.6994 -1.2264 -0.1079 0.654 -0.496 -0.322
C -1.3571 1.1949 -0.5211 -0.753 0.570 0.328
O -2.1142 1.5055 -1.6213 -0.850 -0.186 -1.189
Cl -2.1349 1.5824 1.1032 -0.493 0.228 -0.270
H 1.4712 2.1120 1.8867 0.343 2.029 2.350
H 2.0088 1.5826 0.2453 0.302 0.914 -0.797
H 0.1113 0.3129 2.1185 0.249 -0.608 -0.734
H 1.1611 -1.7635 -1.5517 0.556 1.452 0.708
H 2.3957 -0.7420 -0.6494 0.354 -0.300 0.290
H 1.3429 0.0400 -1.8254 -0.184 -0.906 1.125
H 0.2182 -2.6163 0.1699 -0.463 -1.899 -0.595
H 1.2365 -2.1414 1.5117 -0.517 0.840 -0.890
H -0.5428 -1.9096 1.6637 1.402 0.089 -1.551
H -1.0021 -0.4305 -1.8084 0.215 -0.286 2.001
H -0.5045 1.8302 -0.3547 0.565 -0.082 -0.739
H -2.6123 2.3233 -1.8080 0.861 -0.228 1.255
```
Positions in Å, forces in eV/Å.

The total energy comes out at -92063.8852 eV. For the highest occupied orbital energy, the calculation gives -9.58 eV. The calculation puts the LUMO energy at 0.6 eV. The value obtained for the HOMO-LUMO gap is 0.3742 Eh.

***

Here is a molecular structure, C7H12BrF9NO12S3V at a distorted geometry from OMol25. Energies are from ωB97M-V/def2-TZVPD.

XYZ file:
```
46
Properties=species:S:1:pos:R:3:forces:R:3
O 0.3640 2.6552 1.9143 0.691 -1.161 -2.685
V 0.6685 1.8863 0.5028 -1.395 0.146 2.715
O -0.2223 0.5471 0.6334 -0.406 1.412 -0.840
C -3.7960 -1.2410 -1.8909 -1.244 0.304 0.099
C -3.6968 -2.2728 -0.8152 1.232 0.051 1.087
C -3.5088 -1.6118 0.6017 -0.518 -0.680 0.101
O -3.8287 -2.5379 1.6786 -0.718 0.249 -0.428
C -4.7120 -2.0267 2.7559 1.448 0.215 -1.652
N -4.9354 -3.1607 -0.8207 0.831 -0.666 0.279
H -5.6011 -2.9239 -0.0991 -0.523 0.684 -0.019
H -5.3011 -3.2621 -1.7567 -0.571 0.446 -0.236
H -4.6742 -4.0989 -0.5531 0.468 -0.410 0.254
H -4.0653 -1.6467 -2.8661 0.430 -0.270 -0.133
H -2.8989 -0.6266 -1.9657 -0.097 0.068 0.116
H -4.6769 -0.6736 -1.5905 0.169 0.867 -0.251
H -2.8641 -2.9355 -1.0508 -0.025 -0.211 0.359
H -4.1377 -0.7259 0.6897 -0.237 0.081 -0.176
H -2.4814 -1.2492 0.6343 0.259 -0.098 0.265
H -4.2430 -1.1256 3.1510 0.042 -0.235 0.481
H -4.8069 -2.8489 3.4652 0.023 0.317 -0.036
H -5.6677 -1.7036 2.3431 -0.290 -0.253 -0.049
C 4.6621 4.1937 -0.6846 -1.323 -1.677 -0.981
F 5.3131 4.8479 -1.6161 1.065 0.361 -1.246
F 5.1657 2.8855 -0.6619 -0.525 2.458 0.789
F 4.8543 4.9152 0.4134 0.185 -0.948 0.968
S 2.8461 4.1709 -1.2186 -1.511 -1.530 -0.988
O 2.8690 3.7005 -2.6246 0.308 0.347 2.762
O 2.2582 3.2205 -0.1850 1.072 1.505 -1.442
O 2.3951 5.5479 -1.1019 0.615 -0.618 0.575
C 1.9502 -1.6786 -2.3050 1.300 4.295 2.225
F 2.6164 -2.3107 -1.3070 -1.357 -0.112 -0.536
F 2.3740 -2.1200 -3.4249 0.525 -2.066 -2.484
F 0.6224 -1.7634 -2.2397 -0.621 -1.298 0.462
S 2.3779 0.1968 -2.3530 1.424 1.600 -0.639
O 1.9857 0.6240 -3.6902 -0.556 -1.062 0.437
O 1.6367 0.8664 -1.3006 -0.688 -0.614 0.254
O 3.8122 0.2400 -2.1576 -0.298 -0.811 0.153
C 4.2201 0.5427 3.2434 -0.948 -0.666 -1.928
F 4.6582 1.3339 2.2430 0.273 -0.268 0.564
F 5.2551 -0.2278 3.6662 -0.420 0.273 -0.064
F 3.8741 1.3454 4.2518 -0.205 -0.260 0.186
S 2.7509 -0.5460 2.3801 0.668 0.275 -0.299
O 1.9880 -1.0950 3.5076 0.654 0.537 -0.901
O 2.0512 0.4787 1.5793 1.500 -0.915 1.159
O 3.5060 -1.5233 1.5747 -0.918 1.301 1.312
Br -0.9565 3.7380 -0.9500 0.207 -0.964 0.412
```
Positions in Å, forces in eV/Å.

The total energy comes out at -186206.8085 eV. For the highest occupied orbital energy, the calculation gives -2.24 eV. The calculation puts the LUMO energy at 1.3 eV. The value obtained for the HOMO-LUMO gap is 0.1303 Eh. Its charge is -2.

***

Here is a gas-phase ion, C7H12BrN2 (charge +1) at a distorted geometry from OMol25. Energies are from ωB97M-V/def2-TZVPD.

XYZ file:
```
22
Properties=species:S:1:pos:R:3:forces:R:3
C 0.2805 2.5360 0.3045 -2.385 -0.347 1.277
C -0.1896 1.7447 1.3089 1.524 -0.911 -0.747
C 1.4720 2.2127 -0.4047 -0.647 -3.221 -0.304
C 0.5024 0.4451 1.6118 1.171 -1.365 1.182
C 1.4420 -0.0479 -0.6831 0.207 3.395 4.012
C -1.0037 -2.1159 -0.7498 0.907 0.857 2.656
C -0.9048 -0.6871 -0.1237 -1.451 0.665 -0.903
N 2.4977 2.6852 -0.7890 3.120 -0.772 -1.983
N 0.4595 -0.4957 0.4151 0.940 2.411 -1.586
Br 3.2478 -0.4763 -0.2172 -0.592 -0.156 -0.381
H -0.3702 3.3443 -0.0566 0.697 0.034 0.219
H -0.9809 1.8558 2.0116 -0.969 1.135 -0.295
H 1.5621 0.6723 1.8750 -0.523 -0.600 -0.422
H 0.1190 -0.2264 2.4524 0.031 1.524 -0.894
H 1.1126 -0.3555 -1.5922 -0.658 -1.074 -2.623
H -1.9524 -2.6034 -0.4646 0.660 0.049 -0.349
H -0.9319 -1.8675 -1.7971 0.279 -1.239 -0.391
H -0.0864 -2.6151 -0.2265 -1.848 -0.234 -1.784
H -1.6581 -0.2938 0.5981 0.578 -1.001 -0.143
H -1.0497 -0.0286 -0.9839 0.320 0.456 0.350
H 3.2375 2.0469 -1.3429 -2.039 1.791 1.667
H 0.7718 -1.4103 0.5921 0.676 -1.394 1.443
```
Positions in Å, forces in eV/Å.

The total energy comes out at -80465.1816 eV. For the highest occupied orbital energy (alpha / beta), the calculation gives -12.60 / -12.60 eV. The calculation puts the LUMO energy (alpha / beta) at -4.2 / -4.2 eV. The value obtained for the HOMO-LUMO gap (alpha / beta) is 0.3087 / 0.3087 Eh. Its charge is +1.

***

Here is 2 unconnected molecules or ions with the total composition C7H12BrN2O from OMol25. Energies are from ωB97M-V/def2-TZVPD.

XYZ file:
```
23
Properties=species:S:1:pos:R:3:forces:R:3
Br -1.2609 0.1749 -1.6053 -0.104 0.070 0.019
N 0.3358 0.1105 -2.5399 0.578 0.367 0.033
C 0.5651 -0.8815 -3.3834 -0.236 -0.582 -0.298
C 1.7536 -0.9447 -4.0915 0.449 0.573 0.197
C 2.6672 0.0623 -3.8691 -0.499 -0.487 -0.063
C 2.3154 1.0550 -2.9523 0.484 0.272 -0.264
N 1.1828 1.0946 -2.2994 -0.609 -0.230 0.182
H -0.2003 -1.6290 -3.4985 -0.225 -0.043 0.092
H 1.9442 -1.7483 -4.7795 -0.084 -0.187 -0.098
H 3.6118 0.0878 -4.3828 0.188 0.074 -0.041
H 2.9859 1.8764 -2.7662 0.038 0.184 0.213
C -0.5678 1.1368 3.0800 -0.075 0.092 -0.020
C -1.7916 0.2478 3.2354 0.234 -0.097 -0.105
C -1.4234 -1.2270 3.2647 -0.114 -0.021 -0.013
O -2.7336 0.5077 2.1908 -0.117 0.068 0.090
H -0.0563 0.9162 2.1366 0.030 -0.062 0.020
H -0.8561 2.1876 3.0625 -0.015 -0.008 0.030
H 0.1400 0.9837 3.8948 0.012 -0.015 -0.006
H -2.3123 0.5084 4.1560 -0.082 0.030 -0.009
H -0.9365 -1.5154 2.3269 0.061 0.028 0.014
H -2.3150 -1.8430 3.3776 -0.004 0.019 0.027
H -0.7409 -1.4494 4.0850 0.017 0.003 -0.007
H -2.3073 0.2885 1.3578 0.074 -0.048 0.008
```
Positions in Å, forces in eV/Å.

The total energy comes out at -82514.6248 eV. For the highest occupied orbital energy, the calculation gives -12.52 eV. The calculation puts the LUMO energy at -5.6 eV. The value obtained for the HOMO-LUMO gap is 0.2531 Eh. Its charge is +1.

***

Here is 2 unconnected molecules or ions with the total composition C7H12Cl2N3 at a distorted geometry from OMol25. Energies are from ωB97M-V/def2-TZVPD.

XYZ file:
```
24
Properties=species:S:1:pos:R:3:forces:R:3
N -1.3352 0.5543 0.8532 -0.567 0.704 -1.484
C -1.2266 0.1228 -0.6219 0.405 -0.161 0.507
C 0.3829 -0.2742 -0.8340 -1.690 -0.023 -1.358
N 0.6693 -1.2967 0.2944 2.767 1.868 1.536
C 1.6364 -0.7753 1.3113 -1.052 -4.607 2.177
C 1.9749 -1.8101 2.5823 -3.757 -1.230 -4.349
C 1.1426 -3.2160 2.4445 0.073 2.387 -1.767
C 0.1522 -3.5027 1.1842 2.330 3.740 0.738
N -0.0043 -2.4597 0.1425 1.789 -2.064 4.356
H -2.2413 1.0971 0.9297 1.613 -0.732 0.132
H -0.5421 1.1859 1.1161 -1.224 -0.412 -0.532
H -1.5864 0.9533 -1.3662 1.025 -1.637 1.235
H -1.9201 -0.8351 -0.7302 1.739 1.987 -0.002
H 1.0838 0.6601 -0.7529 -1.386 -1.945 0.164
H 0.5627 -0.7781 -1.9009 -0.375 0.928 2.599
H 2.1174 0.3154 1.2488 -1.428 -2.783 -0.215
H 2.7039 -1.5322 3.4579 -1.653 -0.672 -1.975
H 1.2469 -4.0597 3.2683 -0.177 2.043 -1.907
H -0.4614 -4.5170 1.0719 1.533 2.648 0.128
C -0.7892 4.1497 -2.7830 0.229 0.347 -0.121
Cl -1.7529 4.1019 -1.3018 0.041 0.047 0.071
Cl -0.9293 2.6341 -3.6821 0.089 -0.007 -0.079
H -1.1433 4.9703 -3.4117 -0.019 -0.297 0.173
H 0.2590 4.3119 -2.5204 -0.305 -0.128 -0.026
```
Positions in Å, forces in eV/Å.

The total energy comes out at -36954.8593 eV. For the highest occupied orbital energy, the calculation gives -12.83 eV. The calculation puts the LUMO energy at -5.2 eV. The value obtained for the HOMO-LUMO gap is 0.2823 Eh. Its charge is +1.